No. 1
Computed, not measured: a molecular structure, C3H8N2O, with ωB97M-V/def2-TZVPD.

The geometry in XYZ format:
```
14
Properties=species:S:1:pos:R:3:forces:R:3:nbo_charge:R:1
C -0.464 -0.063 -0.022 1.268 0.241 -1.232 0.360
C -0.312 1.451 0.022 0.029 -0.187 0.031 -0.644
N -1.767 -0.491 -0.234 -0.166 -0.260 0.108 -0.814
C 1.471 -0.959 0.888 -1.017 -0.737 -0.534 0.461
O 2.210 -0.670 -0.135 -0.786 0.775 -1.237 -0.668
N 0.188 -0.780 0.966 0.323 0.164 0.577 -0.585
H 1.381 -0.407 -0.984 1.266 -0.518 1.682 0.382
H 0.354 -0.293 -1.238 -1.145 0.124 0.655 -0.093
H -1.947 -1.444 0.050 0.100 0.076 -0.194 0.393
H -2.208 -0.213 -1.095 0.036 0.023 0.084 0.383
H 1.932 -1.576 1.659 0.114 0.270 0.067 0.161
H 0.742 1.719 0.018 0.002 0.030 0.023 0.224
H -0.799 1.913 -0.835 -0.026 0.001 -0.004 0.213
H -0.780 1.813 0.939 0.002 -0.002 -0.025 0.227
```
Positions in Å, forces in eV/Å.

## Properties
E_LUMO   0.0323 hartree

No. 2
Computed, not measured: a single C3H8N2O molecule, with ωB97M-V/def2-TZVPD.

The geometry in XYZ format:
```
14
Properties=species:S:1:pos:R:3:forces:R:3:nbo_charge:R:1
C -1.245 -1.008 0.413 -0.138 -0.115 0.044 -0.402
N -0.228 -0.003 0.177 0.115 -0.053 0.106 -0.516
C -0.653 1.259 -0.402 -0.132 0.217 0.038 -0.404
C 0.986 -0.499 -0.336 0.135 -0.071 0.107 0.796
N 2.051 0.218 0.176 0.154 -0.086 0.127 -0.837
O 1.062 -1.427 -1.115 0.301 0.235 0.449 -0.610
H -0.757 -1.891 0.836 -0.133 0.082 -0.118 0.214
H -1.928 -0.613 1.174 -0.021 -0.089 -0.211 0.195
H -1.818 -1.326 -0.470 0.137 0.137 0.040 0.185
H -0.689 1.252 -1.506 -0.055 -0.124 0.239 0.185
H -1.655 1.457 -0.021 0.047 0.195 -0.072 0.204
H 0.014 2.072 -0.092 -0.168 -0.128 -0.069 0.202
H 2.975 -0.177 0.110 -0.089 -0.094 -0.407 0.396
H 1.886 0.686 1.057 -0.151 -0.108 -0.272 0.393
```
Positions in Å, forces in eV/Å.

## Properties
SMILES   CN(C)C(N)=O
E_LUMO   0.0341 hartree

No. 3
Computed, not measured: a single C3H8N2O molecule, with ωB97M-V/def2-TZVPD.

The geometry in XYZ format:
```
14
Properties=species:S:1:pos:R:3:forces:R:3:nbo_charge:R:1
N 0.756 -1.701 2.121 -0.700 -1.019 -1.290 -0.863
C -0.019 -0.866 1.252 -0.860 0.391 0.433 -0.225
C 0.703 -0.590 -0.054 -0.160 -0.564 -0.329 -0.228
N -0.161 0.057 -1.042 0.457 0.321 -0.576 -0.627
C -0.604 1.345 -0.887 0.082 -0.418 0.528 0.537
O -0.859 2.114 -1.777 -0.099 0.066 -0.327 -0.586
H 1.511 -1.254 2.519 1.612 0.823 1.162 0.361
H 0.355 -2.430 2.675 -0.371 0.141 0.057 0.383
H -0.972 -1.334 0.999 0.130 -0.273 -0.025 0.203
H -0.330 0.062 1.754 0.200 0.096 -0.129 0.164
H 0.957 -1.573 -0.456 -0.012 0.064 -0.046 0.212
H 1.658 -0.071 0.051 -0.058 0.199 0.325 0.181
H 0.136 -0.110 -1.998 -0.214 -0.054 0.043 0.391
H -0.751 1.593 0.172 -0.007 0.226 0.173 0.097
```
Positions in Å, forces in eV/Å.

## Properties
SMILES   NCCNC=O
E_LUMO   0.0352 hartree

No. 4
Computed, not measured: 2 unconnected molecules or ions with the total composition C3H8N2O, with ωB97M-V/def2-TZVPD.

The geometry in XYZ format:
```
14
Properties=species:S:1:pos:R:3:forces:R:3:nbo_charge:R:1
C -0.184 1.899 0.678 -0.118 -0.337 -0.018 -0.263
O 0.424 0.598 0.780 -0.621 -0.293 0.425 -0.590
H 1.038 0.108 -0.127 -0.251 -1.272 -0.838 0.421
H -0.481 2.104 -0.353 0.007 0.031 0.049 0.179
H -1.054 1.929 1.334 0.018 0.015 -0.022 0.201
H 0.546 2.637 1.008 -0.017 -0.117 -0.027 0.211
C -0.495 -0.657 0.424 -0.206 0.976 1.300 0.337
C 1.006 -1.129 -0.926 0.643 0.802 -0.147 -0.199
N -0.601 -1.505 1.353 0.229 0.667 -0.592 -0.687
N 0.731 -1.198 -2.169 -0.184 -0.218 0.194 -0.610
H -1.413 -2.107 1.242 0.102 -0.012 -0.153 0.368
H 0.095 -0.442 -2.451 0.194 0.016 0.042 0.305
H -1.245 -0.308 -0.292 0.260 -0.175 -0.077 0.170
H 1.634 -1.926 -0.501 -0.055 -0.081 -0.136 0.157
```
Positions in Å, forces in eV/Å.

## Properties
E_LUMO   0.0148 hartree

No. 5
Computed, not measured: a molecular structure, C3H8N2O, with ωB97M-V/def2-TZVPD.

The geometry in XYZ format:
```
14
Properties=species:S:1:pos:R:3:forces:R:3:nbo_charge:R:1
C -0.425 -1.509 -1.491 0.656 -0.543 -0.190 -0.252
C 1.375 1.089 0.272 -1.857 2.090 0.850 -0.370
N 0.041 1.196 0.202 2.471 0.733 -0.009 -0.209
C -0.774 1.145 1.336 -0.232 -0.453 0.276 0.221
O 0.124 -0.883 -0.362 1.731 0.737 0.573 -0.714
N -1.471 0.202 1.794 0.136 0.022 0.150 -0.623
H -1.274 -0.659 1.279 0.004 0.118 -0.100 0.360
H -0.835 2.136 1.797 -0.010 0.007 -0.101 0.185
H -0.120 -2.562 -1.518 -0.053 0.050 -0.227 0.169
H -1.516 -1.495 -1.405 0.106 0.155 0.102 0.192
H -0.138 -1.018 -2.429 -0.057 -0.018 0.072 0.165
H 1.862 0.988 1.243 -0.014 -0.271 0.000 0.197
H 1.923 1.643 -0.485 0.053 -0.505 -0.324 0.220
H 1.230 -0.273 -0.233 -2.934 -2.122 -1.071 0.458
```
Positions in Å, forces in eV/Å.

## Properties
E_LUMO   -0.0285 hartree

No. 6
Computed, not measured: 2 unconnected molecules or ions with the total composition C3H8N2O, with ωB97M-V/def2-TZVPD.

The geometry in XYZ format:
```
14
Properties=species:S:1:pos:R:3:forces:R:3:nbo_charge:R:1
H 0.468 2.750 4.025 0.030 -0.147 0.137 0.332
N 0.057 1.969 3.521 -0.312 0.172 -0.457 -0.715
C 0.221 2.179 2.268 0.424 0.189 1.262 0.267
N -0.345 1.386 1.328 -0.612 -0.258 -0.186 -0.823
H 0.816 3.045 1.967 -0.029 -0.265 -0.702 0.148
H 0.022 1.210 0.420 0.270 0.383 -0.315 0.391
H -1.077 0.758 1.616 0.192 -0.085 0.228 0.400
C 0.288 -2.224 -2.656 -0.443 1.031 -0.366 -0.734
C -0.380 -1.510 -1.516 -0.036 -0.453 0.714 0.437
O -1.509 -1.102 -1.523 -0.218 0.243 -0.364 -0.521
H -0.475 -2.845 -3.130 0.374 -0.471 0.181 0.250
H 1.216 -2.677 -2.334 -0.075 -0.518 -0.105 0.227
H 0.527 -1.489 -3.434 0.101 0.073 0.172 0.245
H 0.170 -1.451 -0.553 0.333 0.105 -0.199 0.098
```
Positions in Å, forces in eV/Å.

## Properties
SMILES   [H]/N=C/N.CC=O
E_LUMO   0.0284 hartree

No. 7
Computed, not measured: a single C3H8N2O molecule, with ωB97M-V/def2-TZVPD.

The geometry in XYZ format:
```
14
Properties=species:S:1:pos:R:3:forces:R:3:nbo_charge:R:1
C -0.878 -1.369 -1.532 -0.411 1.622 -0.317 -0.416
N -0.244 -0.270 -0.821 0.538 -0.263 0.410 -0.619
C 0.489 -0.508 0.286 -0.145 0.238 0.528 0.656
O 0.679 -1.610 0.763 0.190 -0.449 -0.218 -0.630
C 1.020 0.726 0.995 0.159 0.292 -0.216 -0.310
N -0.016 1.760 1.066 -0.020 -0.012 -0.328 -0.853
H -1.945 -1.324 -1.318 -0.109 -0.692 0.235 0.192
H -0.806 -1.139 -2.587 0.240 -0.367 -0.351 0.196
H -0.378 -2.285 -1.263 -0.159 -0.246 0.053 0.242
H -0.442 0.702 -0.987 -0.173 -0.018 -0.363 0.409
H 1.869 1.132 0.418 -0.172 -0.181 0.246 0.202
H 1.387 0.356 1.952 -0.002 0.118 0.069 0.201
H -0.920 1.360 1.274 -0.017 -0.041 0.253 0.360
H 0.186 2.470 1.754 0.079 -0.001 -0.002 0.370
```
Positions in Å, forces in eV/Å.

## Properties
SMILES   CNC(=O)CN
E_LUMO   0.0349 hartree

No. 8
Computed, not measured: a single C3H8N2O molecule, with ωB97M-V/def2-TZVPD.

The geometry in XYZ format:
```
14
Properties=species:S:1:pos:R:3:forces:R:3:nbo_charge:R:1
C 1.063 -1.151 0.894 -3.303 0.144 0.119 -0.357
C -1.257 0.905 0.615 -0.161 -0.249 0.013 -0.676
N 1.295 -1.060 -1.249 -0.014 -0.075 -2.134 -0.683
C -0.402 0.407 -0.502 -0.659 0.239 -0.184 0.410
O -0.268 1.180 -1.646 0.047 -0.839 0.634 -0.679
N 0.304 -0.684 -0.437 4.323 0.388 1.815 -0.111
H -1.130 1.525 -1.903 0.007 0.032 0.058 0.486
H 1.329 -0.419 -2.049 -0.371 -0.196 -0.022 0.309
H 1.820 -0.440 1.216 -0.166 0.141 -0.576 0.215
H 0.262 -1.219 1.628 0.164 0.000 0.574 0.170
H 1.458 -2.145 0.723 -0.022 0.218 -0.364 0.239
H -0.663 1.429 1.367 -0.050 0.120 0.040 0.224
H -2.022 1.589 0.242 0.093 0.019 0.002 0.220
H -1.787 0.084 1.102 0.113 0.058 0.024 0.233
```
Positions in Å, forces in eV/Å.

## Properties
E_LUMO (spin up / spin down)   0.0218 / 0.0218 hartree

No. 9
Computed, not measured: a single C3H8N2O molecule, with ωB97M-V/def2-TZVPD.

The geometry in XYZ format:
```
14
Properties=species:S:1:pos:R:3:forces:R:3:nbo_charge:R:1
C -0.773 1.532 0.252 0.032 -0.022 -0.143 -0.619
C 0.319 0.619 -0.279 -0.191 -0.196 0.265 -0.404
C 0.169 -0.844 0.249 0.560 1.245 0.667 0.009
N 1.327 -1.670 0.033 0.052 -0.382 -0.153 -0.830
N -0.914 -1.348 -0.557 -1.732 -0.574 -0.244 0.140
O -2.041 -1.171 -0.138 1.501 -0.172 -0.174 -0.282
H -0.709 2.510 -0.218 -0.020 0.115 0.023 0.215
H -1.758 1.116 0.038 -0.020 0.124 0.045 0.222
H -0.682 1.654 1.329 -0.045 0.039 0.089 0.206
H 0.302 0.597 -1.372 0.125 -0.032 0.008 0.212
H 1.300 0.976 0.043 0.021 -0.071 -0.077 0.210
H -0.065 -0.805 1.323 -0.242 -0.070 -0.242 0.186
H 1.341 -2.000 -0.926 0.081 0.038 -0.004 0.370
H 2.186 -1.165 0.220 -0.122 -0.041 -0.059 0.364
```
Positions in Å, forces in eV/Å.

## Properties
SMILES   CC[C@H](N)N=O
E_LUMO   0.0001 hartree

No. 10
Computed, not measured: 3 unconnected molecules or ions with the total composition C3H8N2O2, with ωB97M-V/def2-TZVPD.

The geometry in XYZ format:
```
15
Properties=species:S:1:pos:R:3:forces:R:3:nbo_charge:R:1
C -0.169 2.660 -2.074 0.865 0.502 0.097 -0.096
C 1.005 2.150 -1.570 -1.061 0.712 -0.294 -0.119
N 0.601 1.126 -0.786 0.210 -1.891 0.909 -0.510
C -0.742 1.000 -0.875 -0.138 0.562 -0.766 0.147
N -1.226 1.928 -1.658 -0.965 0.087 0.122 -0.460
H -0.286 3.593 -2.595 -0.062 -0.109 -0.356 0.203
H 2.002 2.499 -1.651 0.630 0.019 0.016 0.217
H 1.150 0.390 -0.368 0.304 0.276 -0.062 0.423
H -1.350 0.233 -0.437 0.228 -0.234 0.304 0.195
O -1.199 -2.024 4.385 0.224 -0.195 -0.181 -0.929
H -1.507 -2.820 4.821 -0.285 -0.059 0.243 0.466
H -0.441 -2.355 3.892 0.076 0.247 -0.064 0.463
O 0.972 -2.489 -0.357 -0.101 -0.241 -0.026 -0.946
H 0.126 -2.559 0.100 0.079 -0.015 -0.077 0.470
H 1.066 -3.331 -0.827 -0.004 0.339 0.135 0.477
```
Positions in Å, forces in eV/Å.

## Properties
SMILES   c1c[nH]cn1.O.O
E_LUMO   0.0071 hartree

No. 11
Computed, not measured: 2 unconnected molecules or ions with the total composition C3H8N2O2, with ωB97M-V/def2-TZVPD.

The geometry in XYZ format:
```
15
Properties=species:S:1:pos:R:3:forces:R:3:nbo_charge:R:1
O -0.298 1.427 1.287 -0.335 0.267 -0.500 -0.724
C 0.304 0.868 2.190 -0.074 0.499 0.445 0.654
O 0.862 -0.275 2.165 0.311 -0.843 -0.059 -0.772
H 0.387 1.391 3.161 0.100 -0.047 0.089 0.064
C -0.547 -0.738 -0.623 0.476 -0.208 0.238 -0.148
C -0.108 0.081 -1.565 0.082 -0.058 -0.063 0.023
N -0.791 1.213 -1.939 -0.234 0.283 -0.041 -0.804
N 0.384 -1.580 0.112 -0.250 -0.829 -0.834 -0.732
H -1.463 -0.575 -0.100 -0.371 0.124 0.221 0.215
H 0.830 -0.111 -2.067 0.233 0.016 0.005 0.178
H -0.264 1.838 -2.524 -0.078 0.009 -0.020 0.379
H -1.184 1.693 -1.134 0.048 -0.028 -0.180 0.409
H -0.013 -2.487 0.352 0.067 0.009 -0.129 0.400
H 0.647 -1.019 1.082 0.098 0.854 0.883 0.457
H 1.252 -1.726 -0.398 -0.073 -0.046 -0.058 0.401
```
Positions in Å, forces in eV/Å.

## Properties
E_LUMO   0.0215 hartree

No. 12
Computed, not measured: a single C3H8N2O2 molecule, with ωB97M-V/def2-TZVPD.

The geometry in XYZ format:
```
15
Properties=species:S:1:pos:R:3:forces:R:3:nbo_charge:R:1
N 2.306 -0.855 0.839 0.508 0.915 0.179 -0.831
C 0.959 -0.333 0.765 -1.412 -1.123 0.247 -0.338
C 0.254 -0.431 -0.597 0.641 0.189 0.414 0.673
O 0.885 -0.714 -1.594 0.082 -0.307 -0.245 -0.623
N -1.095 -0.180 -0.693 -0.330 0.676 -0.702 -0.659
C -1.924 0.571 0.272 2.289 -1.476 0.284 0.089
O -1.224 1.650 0.841 -0.082 -0.152 0.542 -0.728
H 2.614 -1.388 0.038 -0.498 -0.010 -0.304 0.382
H 2.955 -0.085 0.919 0.119 -0.062 -0.004 0.357
H 0.374 -0.913 1.503 -0.293 0.068 -0.367 0.192
H 0.781 0.681 1.108 0.750 0.277 0.024 0.241
H -1.369 -0.219 -1.667 -0.109 0.217 0.102 0.399
H -1.955 -0.187 1.058 -1.042 0.618 0.485 0.180
H -2.865 0.844 -0.174 -0.320 -0.127 -0.069 0.184
H -1.381 2.498 0.442 -0.305 0.296 -0.586 0.481
```
Positions in Å, forces in eV/Å.

## Properties
SMILES   NCC(=O)NCO
E_LUMO   0.0199 hartree

Relative energy (zero: lowest compared OMol25 entry of this formula, charge and spin) readings, ordered: 276.3; 63.7; 109.9; 600.8; 546.5; 171.6; 66.8; 433.5; 320.1; 129.8; 178.0; 130.7 kJ/mol
Maximum force readings, ordered: 2.17; 0.59; 2.15; 1.64; 3.78; 1.35; 1.70; 4.70; 1.84; 2.11; 1.23; 2.74 eV Å⁻¹